Here is one molecule with the formula C20H32N6O4 at a distorted geometry from the OMol25 dataset. Energies are from the ωB97M-V functional and the def2-TZVPD basis.

## Properties
ΔE to the lowest compared entry with this formula, charge and spin: 1.383 eV
structure (SMILES): C[C@@H]1CN(Cc2nc3c(c(=O)n(C)c(=O)n3C)n2CCN2CCOCC2)C[C@H](C)O1
Kohn-Sham gap: 8.84 eV
highest occupied orbital energy: -8.29 eV
maximum force: 1.42 eV/A

The geometry in ORCA input format:
```
! wB97M-V def2-TZVPD RIJCOSX def2/J DEFGRID3
* xyz 0 1
C -2.108 5.358 0.159
C -0.685 4.828 0.051
C -0.586 3.369 0.511
N 0.784 2.916 0.345
C 1.175 3.026 -1.052
H 2.216 2.710 -1.147
C 1.044 4.490 -1.487
C 1.392 4.670 -2.958
H 0.729 4.063 -3.568
H 1.263 5.711 -3.239
H 2.421 4.373 -3.139
O -0.280 4.945 -1.296
H 1.720 5.097 -0.859
H 0.547 2.394 -1.695
C 1.033 1.615 0.929
C 0.142 0.507 0.457
N -0.306 0.395 -0.783
C -1.091 -0.701 -0.783
C -1.133 -1.270 0.479
N -0.341 -0.464 1.269
C 0.028 -0.783 2.623
H -0.039 0.108 3.254
H -0.687 -1.527 2.977
C 1.459 -1.349 2.663
N 1.620 -2.344 1.624
C 1.146 -3.665 2.003
C 1.158 -4.559 0.764
O 2.446 -4.644 0.200
C 2.925 -3.365 -0.133
C 2.965 -2.447 1.091
H 3.310 -1.456 0.787
H 3.672 -2.861 1.832
H 3.926 -3.507 -0.543
H 2.276 -2.907 -0.895
H 0.866 -5.578 1.020
H 0.453 -4.152 0.024
H 0.127 -3.596 2.381
H 1.790 -4.111 2.782
H 2.167 -0.538 2.471
H 1.657 -1.746 3.671
C -1.905 -2.436 0.765
O -2.030 -2.989 1.846
N -2.544 -2.913 -0.381
C -2.520 -2.367 -1.659
O -3.133 -2.881 -2.569
N -1.772 -1.223 -1.837
C -1.710 -0.586 -3.134
H -2.297 -1.184 -3.827
H -2.116 0.423 -3.069
H -0.673 -0.529 -3.464
C -3.350 -4.115 -0.249
H -3.310 -4.425 0.793
H -4.377 -3.906 -0.546
H -2.954 -4.898 -0.895
H 2.075 1.355 0.712
H 0.926 1.715 2.014
H -0.855 3.300 1.568
H -1.291 2.761 -0.080
H -0.006 5.430 0.681
H -2.444 5.327 1.192
H -2.772 4.755 -0.454
H -2.143 6.382 -0.201
*
```